Record 1
{"formula": "C23H37O3Tm", "method": "wB97M-V/def2-TZVPD", "species": ["O", "C", "C", "H", "H", "C", "H", "H", "C", "H", "H", "H", "C", "H", "H", "H", "Tm", "C", "C", "C", "H", "C", "C", "H", "H", "H", "H", "C", "C", "C", "H", "C", "C", "H", "H", "H", "H", "O", "C", "C", "H", "H", "C", "H", "H", "C", "H", "H", "H", "H", "C", "C", "C", "C", "O", "H", "H", "H", "H", "H", "H", "H", "H", "H"], "positions_angstrom": [[-0.041, -0.132, -0.511], [1.112, -0.739, -1.246], [0.759, -0.025, -2.525], [0.940, -1.820, -1.285], [2.081, -0.462, -0.817], [-0.530, 0.399, -1.818], [0.602, -0.694, -3.369], [1.399, 0.828, -2.785], [-1.698, -0.387, -2.366], [-1.591, -1.456, -2.153], [-1.731, -0.255, -3.457], [-2.639, -0.011, -1.948], [-0.805, 1.882, -1.808], [0.122, 2.456, -1.785], [-1.432, 2.173, -0.961], [-1.344, 2.144, -2.728], [-0.061, 0.124, 1.816], [0.789, 2.297, 2.762], [1.993, 1.519, 2.710], [2.342, 1.320, 1.349], [2.605, 1.220, 3.557], [1.395, 2.026, 0.557], [0.411, 2.603, 1.420], [-0.389, 3.280, 1.121], [0.319, 2.694, 3.662], [3.225, 0.800, 0.979], [1.523, 2.244, -0.501], [-2.310, -0.393, 3.134], [-2.306, 0.919, 2.557], [-2.386, 0.759, 1.140], [-2.369, 1.860, 3.108], [-2.411, -0.651, 0.859], [-2.334, -1.356, 2.088], [-2.375, -2.439, 2.218], [-2.414, -0.631, 4.192], [-2.541, 1.564, 0.420], [-2.604, -1.114, -0.104], [0.417, -0.993, -5.120], [-0.077, -0.173, -6.196], [0.384, -0.766, -7.542], [0.304, 0.851, -6.063], [-1.174, -0.128, -6.114], [1.295, -1.962, -7.175], [0.915, -0.008, -8.121], [-0.478, -1.111, -8.123], [1.230, -2.066, -5.644], [2.326, -1.779, -7.494], [0.946, -2.886, -7.639], [2.231, -2.005, -5.187], [0.781, -3.017, -5.316], [1.786, -0.146, 5.627], [0.369, -0.458, 5.166], [-0.023, -1.847, 5.649], [-0.558, 0.596, 5.772], [0.319, -0.459, 3.748], [1.871, -0.291, 6.711], [2.036, 0.895, 5.402], [2.509, -0.783, 5.106], [-0.057, -1.891, 6.746], [-1.001, -2.128, 5.253], [0.704, -2.574, 5.275], [-0.357, 1.579, 5.340], [-1.609, 0.357, 5.597], [-0.398, 0.649, 6.857]], "s2": 2.002, "homo_lumo_gap_ev": [7.38, 7.39], "multiplicity": 3, "total_energy_ev": -60122.5712, "homo_energy_ev": [-7.06, -7.07], "largest_force_ha_per_bohr": 0.040}



Record 2
{"formula": "C4H7NO2", "method": "wB97M-V/def2-TZVPD", "species": ["O", "C", "C", "N", "C", "C", "O", "H", "H", "H", "H", "H", "H", "H"], "positions_angstrom": [[-1.143, 1.577, -0.405], [-0.209, 0.914, 0.480], [-0.854, -0.294, 1.059], [-0.768, -1.246, -0.240], [0.374, -0.862, -1.107], [0.892, 0.427, -0.451], [1.983, 0.911, -0.665], [-0.687, 2.335, -0.802], [0.167, 1.582, 1.260], [-0.286, -0.765, 1.855], [-1.705, -0.784, -0.235], [-0.840, -2.237, -0.029], [0.095, -0.691, -2.151], [1.152, -1.633, -1.074]], "relative_energy_kj_mol": 424.1, "homo_lumo_gap_ev": 8.04, "total_energy_ev": -9842.8845, "homo_energy_ev": -7.44, "largest_force_ha_per_bohr": 0.032}



Please write out number 2 again, unchanged.
{"formula": "C4H7NO2", "method": "wB97M-V/def2-TZVPD", "species": ["O", "C", "C", "N", "C", "C", "O", "H", "H", "H", "H", "H", "H", "H"], "positions_angstrom": [[-1.143, 1.577, -0.405], [-0.209, 0.914, 0.480], [-0.854, -0.294, 1.059], [-0.768, -1.246, -0.240], [0.374, -0.862, -1.107], [0.892, 0.427, -0.451], [1.983, 0.911, -0.665], [-0.687, 2.335, -0.802], [0.167, 1.582, 1.260], [-0.286, -0.765, 1.855], [-1.705, -0.784, -0.235], [-0.840, -2.237, -0.029], [0.095, -0.691, -2.151], [1.152, -1.633, -1.074]], "relative_energy_kj_mol": 424.1, "homo_lumo_gap_ev": 8.04, "total_energy_ev": -9842.8845, "homo_energy_ev": -7.44, "largest_force_ha_per_bohr": 0.032}